[1]
The following is a DFT calculation (ωB97M-V/def2-TZVPD) of a molecular structure, C45H39BCl3NO3PPbSSi.

**Highest occupied orbital energy**: -11.29 eV
**Charge**: +1

The geometry in XYZ format:
```
96
C45H39BCl3NO3PPbSSi | the Open Molecules 2025 dataset | ωB97M-V/def2-TZVPD
Pb -1.27653 0.82941 0.63709
C -4.27028 -4.60188 2.25138
C -3.80824 -3.39590 2.75322
C -3.23482 -2.46720 1.89470
C -3.12133 -2.74086 0.53675
C -3.59675 -3.95300 0.03613
C -4.16668 -4.87884 0.89233
P -2.35294 -1.51393 -0.55207
C -0.97268 -2.33932 -1.38342
C -1.14223 -3.24650 -2.42820
C -0.03953 -3.86171 -2.99813
C 1.23729 -3.58211 -2.53151
C 1.41783 -2.69215 -1.48311
C 0.31385 -2.07545 -0.91478
C -3.62332 -1.16036 -1.79161
C -4.95032 -1.05317 -1.36870
C -5.94988 -0.75978 -2.28313
C -5.63369 -0.57207 -3.62415
C -4.31363 -0.65666 -4.04249
C -3.30633 -0.94112 -3.13067
H -4.71690 -5.32902 2.91632
H -3.89672 -3.17783 3.80979
H -2.88249 -1.51875 2.28129
H -3.52366 -4.17014 -1.02239
H -4.53341 -5.81884 0.50230
H -2.13173 -3.46494 -2.80829
H -0.17769 -4.55700 -3.81534
H 2.09517 -4.05640 -2.98898
H 2.41019 -2.47175 -1.11280
H 0.46519 -1.39146 -0.08464
H -5.20584 -1.22150 -0.32873
H -6.97772 -0.69226 -1.95128
H -6.41765 -0.36014 -4.33951
H -4.05613 -0.50304 -5.08245
H -2.28362 -0.98789 -3.47555
C -1.99841 1.25422 4.48578
C -0.91788 2.10902 4.29200
C 0.30413 1.60180 3.87856
C 0.46921 0.23327 3.64324
C -0.61913 -0.61515 3.85703
C -1.84511 -0.10995 4.28024
Si 2.04797 -0.40581 2.88834
C 3.63051 0.23041 3.57726
C 4.44221 -0.60668 4.34465
C 5.63286 -0.13817 4.88007
C 6.02983 1.17017 4.64440
C 5.23875 2.01236 3.87369
C 4.04591 1.54531 3.34613
H -2.95102 1.64938 4.81538
H -1.02690 3.16901 4.48534
H 1.14004 2.27826 3.74087
H -0.50624 -1.68394 3.70305
H -2.67637 -0.77830 4.46682
H 2.00730 -1.87703 2.81705
H 4.15066 -1.63632 4.51893
H 6.25495 -0.79585 5.47230
H 6.96280 1.53328 5.05482
H 5.55566 3.02866 3.68004
H 3.44487 2.21184 2.73424
Cl 4.51438 2.24764 -0.38937
C 2.89408 1.55929 -0.46658
Cl 2.50910 1.03335 -2.09798
Cl 1.72276 2.79751 0.05982
C 2.86787 0.30126 0.43923
O 3.68227 -0.56018 0.32329
O 1.86996 0.29159 1.32785
O -3.46331 1.54903 0.67347
S -4.42729 2.52779 -0.01240
C -4.48234 3.94536 1.06859
C -5.36626 4.96708 0.74819
C -5.41953 6.08452 1.56342
C -4.60432 6.16648 2.68708
C -3.73807 5.13084 3.00037
C -3.67297 4.00485 2.18876
C -3.56485 3.21488 -1.39603
C -3.84870 2.61513 -2.61669
C -3.12751 2.99604 -3.73674
C -2.14148 3.96575 -3.62419
C -1.87825 4.56955 -2.39953
C -2.58860 4.19689 -1.27234
H -5.99689 4.89557 -0.13006
H -6.10034 6.89033 1.32585
H -4.65272 7.03968 3.32347
H -3.11204 5.19704 3.88055
H -3.01525 3.17972 2.42733
H -4.60638 1.84340 -2.68142
H -3.31627 2.52242 -4.68994
H -1.56835 4.24737 -4.49712
H -1.10955 5.32680 -2.32386
H -2.38929 4.66260 -0.31458
B -0.31598 0.78024 -4.18122
C -0.75306 1.03371 -2.69907
N -1.07746 1.22292 -1.60116
H -1.32243 0.81036 -4.85668
H 0.45147 1.66955 -4.47156
H 0.21115 -0.31295 -4.18281
```

For reference, the Löwdin charges in units of e are:
1. Pb 1.26
2. C -0.06
3. C -0.07
4. C -0.10
5. C -0.36
6. C -0.07
7. C -0.06
8. P 1.01
9. C -0.36
10. C -0.08
11. C -0.05
12. C -0.05
13. C -0.06
14. C -0.11
15. C -0.35
16. C -0.09
17. C -0.07
18. C -0.08
19. C -0.07
20. C -0.09
21. H 0.11
22. H 0.11
23. H 0.06
24. H 0.11
25. H 0.11
26. H 0.11
27. H 0.11
28. H 0.11
29. H 0.10
30. H 0.06
31. H 0.11
32. H 0.11
33. H 0.11
34. H 0.12
35. H 0.08
36. C -0.08
37. C -0.09
38. C -0.10
39. C -0.30
40. C -0.13
41. C -0.10
42. Si 0.69
43. C -0.26
44. C -0.09
45. C -0.07
46. C -0.06
47. C -0.07
48. C -0.10
49. H 0.11
50. H 0.11
51. H 0.11
52. H 0.11
53. H 0.10
54. H 0.04
55. H 0.10
56. H 0.11
57. H 0.11
58. H 0.11
59. H 0.09
60. Cl 0.67
61. C -1.49
62. Cl 0.72
63. Cl 0.60
64. C -0.72
65. O 0.11
66. O -0.23
67. O -0.75
68. S 1.08
69. C -0.40
70. C -0.07
71. C -0.05
72. C -0.06
73. C -0.06
74. C -0.08
75. C -0.40
76. C -0.08
77. C -0.06
78. C -0.04
79. C -0.05
80. C -0.07
81. H 0.12
82. H 0.12
83. H 0.11
84. H 0.11
85. H 0.08
86. H 0.09
87. H 0.11
88. H 0.12
89. H 0.12
90. H 0.12
91. B -0.44
92. C -0.25
93. N -0.02
94. H 0.02
95. H 0.02
96. H 0.03



[2]
The following is a DFT calculation (ωB97M-V/def2-TZVPD) of a molecular structure, C32H37AsCdN6O12S3 in a non-equilibrium geometry.

**Highest occupied orbital energy**: -0.74 eV
**Charge**: -2

The geometry in XYZ format:
```
92
C32H37AsCdN6O12S3 | the Open Molecules 2025 dataset | ωB97M-V/def2-TZVPD
Cd -0.42017 -0.28728 0.50494
N 1.22762 0.47346 1.72148
C 1.40116 0.69528 3.15528
C 0.65485 -0.33669 4.01943
C -0.87741 -0.21371 3.80160
O -1.46830 0.64133 4.47425
O -1.40968 -0.99777 2.96870
H 1.97180 -0.10630 1.35285
H 1.18456 1.35701 1.15936
H 1.02650 1.69433 3.40617
H 2.47189 0.64948 3.40872
H 0.86163 -0.13031 5.07142
H 1.00405 -1.33565 3.75243
O -1.03652 4.30234 1.61949
As -1.37340 2.80479 2.58955
O 0.74977 2.59627 0.09989
O -1.71950 1.63146 1.32535
C -3.29895 3.05954 2.86543
C -3.94127 3.82538 3.82425
C -5.32730 3.81526 3.87784
C -6.05206 3.00249 3.01557
C -5.39970 2.22234 2.07280
C -4.01911 2.26103 2.00038
S -3.10326 1.82889 0.42314
O -3.58287 3.10640 -0.11923
O -1.91389 1.63596 -0.97107
O -3.80183 0.58984 0.07273
H -0.31767 3.97160 1.03624
H -3.35836 4.43814 4.50203
H -5.85131 4.44192 4.59023
H -7.13507 2.99773 3.06932
H -5.94207 1.59066 1.38052
O 3.04981 -1.84398 -2.41727
S 2.59961 -1.11527 -1.24352
O 2.66365 -1.90988 0.23676
N 1.70113 0.16547 -1.20625
C 1.85768 1.11057 -2.22271
C 2.75705 1.01943 -3.27525
C 2.58272 1.77923 -4.43867
C 1.45937 2.56257 -4.58415
C 0.57979 2.73633 -3.51156
C -0.67678 3.42758 -3.60896
C -1.54482 3.40992 -2.59021
C -1.19450 2.83235 -1.25451
N 0.22470 2.62205 -1.16761
C 0.88717 2.15648 -2.25409
C 4.23397 -0.40779 -0.71881
C 4.32078 0.76810 0.00784
C 5.54993 1.16821 0.51426
C 6.68163 0.39718 0.29422
C 6.59639 -0.76550 -0.45776
C 5.36881 -1.16127 -0.96341
H 3.54872 0.28665 -3.23104
H 3.29193 1.67206 -5.25223
H 1.24370 3.05342 -5.52741
H -0.92125 3.92466 -4.54238
H -2.53751 3.83249 -2.64733
H -1.48013 3.57552 -0.50459
H 3.43519 1.37129 0.15952
H 5.62635 2.07824 1.09588
H 7.63814 0.70233 0.70199
H 7.47787 -1.37117 -0.63378
H 5.25442 -2.05410 -1.56183
O -1.81862 -1.47677 -0.54780
S -2.47235 -0.82301 -1.72352
C -3.72610 -2.13139 -2.18777
C -3.37581 -2.65730 -3.56716
C -1.85123 -2.70411 -3.61071
C -1.38794 -1.33866 -3.14194
H -4.70870 -1.67139 -2.12879
H -3.62890 -2.88514 -1.40982
H -3.74163 -1.97255 -4.33701
H -3.82549 -3.63580 -3.75778
H -1.47779 -2.94820 -4.60919
H -1.48406 -3.45471 -2.90855
H -1.52155 -0.57493 -3.90857
H -0.36430 -1.32995 -2.77250
C 0.92618 -5.80284 1.97921
N 1.20270 -4.44649 1.58819
C 1.73580 -4.18130 0.26759
C 1.45304 -2.65501 0.09413
O 1.05142 -2.24506 -1.11520
N 0.52313 -2.34506 1.14433
C 0.35594 -3.38514 1.88789
N -0.55666 -3.43586 2.86978
H 1.82294 -6.39946 1.80220
H 0.08853 -6.24697 1.42370
H 0.68983 -5.83648 3.04359
H 1.19965 -4.74053 -0.50766
H 2.80611 -4.38852 0.20911
H -0.98508 -2.48582 3.00717
H -0.40869 -4.04988 3.65081
```

For reference, the Löwdin charges in units of e are:
1. Cd 1.50
2. N -0.07
3. C -0.26
4. C -0.12
5. C -0.72
6. O -0.08
7. O -0.11
8. H 0.03
9. H 0.02
10. H 0.07
11. H 0.11
12. H 0.10
13. H 0.09
14. O -0.39
15. As 1.30
16. O -0.27
17. O -0.62
18. C -0.32
19. C -0.11
20. C -0.12
21. C -0.11
22. C -0.07
23. C -0.24
24. S 0.57
25. O -0.30
26. O -0.35
27. O -0.39
28. H -0.02
29. H 0.09
30. H 0.08
31. H 0.09
32. H 0.10
33. O -0.32
34. S 0.77
35. O -0.16
36. N -0.16
37. C -0.26
38. C -0.07
39. C -0.14
40. C -0.10
41. C -0.18
42. C -0.06
43. C 0.00
44. C -0.38
45. N -0.14
46. C -0.12
47. C -0.24
48. C -0.05
49. C -0.08
50. C -0.12
51. C -0.10
52. C -0.08
53. H 0.08
54. H 0.08
55. H 0.09
56. H 0.09
57. H 0.10
58. H 0.11
59. H 0.10
60. H 0.10
61. H 0.09
62. H 0.09
63. H 0.10
64. O -0.61
65. S 1.00
66. C -0.28
67. C -0.26
68. C -0.24
69. C -0.28
70. H 0.08
71. H 0.09
72. H 0.11
73. H 0.10
74. H 0.11
75. H 0.11
76. H 0.09
77. H 0.07
78. C -0.08
79. N -0.11
80. C -0.04
81. C -0.69
82. O -0.19
83. N 0.10
84. C -0.44
85. N 0.18
86. H 0.08
87. H 0.09
88. H 0.07
89. H 0.13
90. H 0.13
91. H 0.04
92. H 0.09



[3]
The following is a DFT calculation (ωB97M-V/def2-TZVPD) of a single C5H10O molecule.

**Highest occupied orbital energy**: -8.80 eV
**Charge**: 0

The geometry in XYZ format:
```
16
C5H10O | the Open Molecules 2025 dataset | ωB97M-V/def2-TZVPD
C 2.33517 0.14936 -0.38120
C 1.10615 0.28879 0.50470
C -0.23550 -0.06846 -0.24508
C -0.05578 -1.42309 0.21559
C -2.54203 0.19649 -0.08825
O -1.28527 0.74643 0.23984
H 2.38661 -0.87296 -0.76517
H 2.29285 0.83733 -1.23198
H 3.25162 0.35470 0.18077
H 1.23109 -0.30676 1.42518
H 0.92713 1.31329 0.85026
H -0.08421 0.11550 -1.31736
H -0.67000 -1.50328 1.13744
H -2.56624 -0.15175 -1.13170
H -2.79656 -0.65223 0.56439
H -3.29502 0.97664 0.04257
```

For reference, the natural (NBO) charges in units of e are:
1. C -0.61
2. C -0.39
3. C -0.06
4. C -0.13
5. C -0.25
6. O -0.54
7. H 0.23
8. H 0.21
9. H 0.22
10. H 0.24
11. H 0.25
12. H 0.19
13. H 0.12
14. H 0.17
15. H 0.17
16. H 0.20